Entry 1:
Here is the ion C6H12P with charge +1 from the Open Molecules 2025 dataset. Energies are from ωB97M-V/def2-TZVPD.

Structure (XYZ):
```
19
Properties=species:S:1:pos:R:3
C -2.376 0.104 -0.016
C -1.118 -0.220 0.222
C -3.820 0.070 -0.087
C 1.211 -0.136 -1.720
C 1.491 -1.206 1.110
C 1.349 1.531 0.631
P 0.608 -0.054 0.004
H -4.265 0.267 0.938
H -4.148 0.827 -0.680
H -4.187 -0.951 -0.202
H 1.872 0.741 -1.737
H 0.448 -0.141 -2.530
H 1.821 -1.041 -1.855
H 2.584 -1.015 0.910
H 1.221 -2.290 0.829
H 1.090 -1.034 2.209
H 1.346 1.339 1.744
H 0.845 2.574 0.411
H 2.420 1.536 0.269
```

* net charge: +1
* HOMO energy (alpha / beta): -14.109 / -14.109 eV
* maximum force: 8.3 eV/Å
* DFT total energy: -15696.475 eV
* relative energy (zero: lowest compared OMol25 entry of this formula, charge and spin): 2.128 eV
* Kohn-Sham gap (alpha / beta): 0.387 / 0.387 Eh


Entry 2:
Here is an isolated molecule of C19H23N3O5S from the Open Molecules 2025 dataset. Energies are from ωB97M-V/def2-TZVPD.

Structure (XYZ):
```
51
Properties=species:S:1:pos:R:3
C -1.794 -0.083 3.094
C -0.663 -0.393 2.119
H 0.315 -0.165 2.552
H -0.684 -1.453 1.851
O -0.825 0.283 0.878
C -0.405 1.576 0.751
C 0.144 2.337 1.777
C 0.594 3.624 1.528
C 0.514 4.173 0.260
C -0.042 3.426 -0.762
C -0.524 2.146 -0.528
C -1.122 1.406 -1.678
O -0.618 1.392 -2.784
N -2.301 0.794 -1.403
H -2.648 0.797 -0.457
C -2.994 -0.001 -2.381
H -2.605 0.284 -3.364
C -2.796 -1.515 -2.247
O -3.434 -2.296 -2.917
N -1.879 -1.883 -1.330
H -1.343 -1.168 -0.857
C -1.389 -3.235 -1.230
H -1.383 -3.539 -0.179
H -2.082 -3.867 -1.788
C 0.031 -3.356 -1.816
C 0.951 -2.425 -1.082
C 1.503 -2.806 0.138
C 2.247 -1.907 0.879
C 2.439 -0.626 0.398
C 1.925 -0.233 -0.819
C 1.181 -1.139 -1.558
H 0.766 -0.830 -2.507
H 2.092 0.769 -1.176
S 3.297 0.502 1.472
O 2.464 0.693 2.632
O 4.644 0.062 1.677
N 3.343 1.925 0.591
H 2.692 2.617 0.929
H 4.281 2.282 0.517
H 2.675 -2.174 1.833
H 1.340 -3.807 0.510
H 0.364 -4.389 -1.714
H -0.004 -3.098 -2.875
H -4.067 0.211 -2.361
H -0.119 3.823 -1.763
H 0.875 5.172 0.071
H 1.010 4.197 2.344
H 0.254 1.934 2.769
H -2.752 -0.369 2.663
H -1.643 -0.643 4.012
H -1.825 0.977 3.332
```

* net charge: 0
* SMILES: CCOc1ccccc1C(=O)NCC(=O)NCCc1ccc(S(N)(=O)=O)cc1
* HOMO energy: -9.161 eV
* maximum force: 1.0 eV/Å
* DFT total energy: -45620.679 eV
* relative energy (zero: lowest compared OMol25 entry of this formula, charge and spin): 0.046 eV
* Kohn-Sham gap: 0.355 Eh


Entry 3:
Here is a cluster of 3 separate species, C20H39IN4O9P2 in total from the Open Molecules 2025 dataset. Energies are from ωB97M-V/def2-TZVPD.

Structure (XYZ):
```
75
Properties=species:S:1:pos:R:3
N -5.262 0.676 4.304
C -4.619 0.560 3.359
C -3.813 0.345 2.151
C -3.139 1.710 1.807
C -3.939 2.648 0.883
C -3.442 2.617 -0.570
I -2.199 4.307 -1.023
P -4.996 -0.318 0.856
N -4.864 -1.859 0.592
C -2.722 -0.720 2.515
C -3.292 -1.945 3.081
N -3.731 -2.904 3.532
N -1.894 -0.086 3.566
C -1.093 -0.741 4.216
O -0.276 -1.327 4.784
P -1.574 -1.195 1.081
O -2.440 -0.713 -0.212
O -0.410 -0.068 1.237
H -2.994 2.228 2.753
H -2.136 1.562 1.407
H -3.773 3.653 1.269
H -5.018 2.484 0.938
H -2.781 1.773 -0.744
H -4.241 2.617 -1.305
H -4.714 0.443 -0.281
H -6.257 0.100 1.304
H -5.717 -2.352 0.830
H -2.726 -1.493 -0.706
H 0.291 -0.318 0.623
C 3.078 5.540 -7.056
O 2.801 6.208 -5.848
C 1.410 6.294 -5.599
C 1.152 6.775 -4.189
O 1.232 5.750 -3.210
C 2.538 5.330 -2.846
C 3.260 6.296 -1.934
O 3.851 7.341 -2.684
C 4.335 8.373 -1.856
H 2.607 6.046 -7.908
H 4.157 5.545 -7.196
H 2.729 4.501 -7.023
H 0.941 5.311 -5.738
H 0.964 7.006 -6.308
H 0.120 7.129 -4.144
H 1.808 7.613 -3.941
H 3.144 5.109 -3.729
H 2.391 4.400 -2.294
H 4.049 5.757 -1.390
H 2.548 6.710 -1.207
H 3.520 8.849 -1.299
H 4.805 9.116 -2.497
H 5.080 7.996 -1.145
C -0.768 -4.689 3.009
O 0.155 -5.529 2.350
C 1.399 -4.884 2.158
C 2.445 -5.872 1.694
O 3.030 -6.621 2.748
C 2.245 -7.682 3.270
C 2.225 -8.914 2.392
O 1.270 -8.771 1.357
C 1.380 -9.794 0.397
H -0.936 -3.769 2.438
H -1.712 -5.223 3.092
H -0.415 -4.433 4.015
H 1.730 -4.417 3.095
H 1.280 -4.100 1.393
H 3.270 -5.305 1.258
H 2.037 -6.528 0.921
H 1.228 -7.353 3.491
H 2.727 -7.955 4.211
H 1.959 -9.787 3.005
H 3.223 -9.071 1.964
H 2.354 -9.761 -0.108
H 0.596 -9.640 -0.341
H 1.249 -10.784 0.852
```

* net charge: 0
* SMILES: N#C[C@](CCCI)([PH2]=N)[C@](C#N)(N=C=O)P(O)O.COCCOCCOC.COCCOCCOC
* HOMO energy: -9.206 eV
* maximum force: 1.9 eV/Å
* DFT total energy: -72433.912 eV
* Kohn-Sham gap: 0.341 Eh


Entry 4:
Here is an isolated molecule of C3H8O2 from the Open Molecules 2025 dataset. Energies are from ωB97M-V/def2-TZVPD.

Structure (XYZ):
```
13
Properties=species:S:1:pos:R:3
C 0.811 0.718 0.470
O 0.724 2.015 0.975
C -0.517 0.420 -0.247
C -0.616 -1.014 -0.609
O 0.556 -1.662 -0.073
H 1.701 0.446 -0.154
H 0.936 0.080 1.451
H 0.126 2.622 0.500
H -1.371 0.612 0.412
H -0.647 0.991 -1.126
H -1.523 -1.398 -0.026
H -0.654 -1.322 -1.695
H 0.474 -2.508 0.121
```

* net charge: 0
* SMILES: OCCCO
* HOMO energy: -9.774 eV
* maximum force: 6.2 eV/Å
* DFT total energy: -7334.003 eV
* relative energy (zero: lowest compared OMol25 entry of this formula, charge and spin): 2.048 eV
* Kohn-Sham gap: 0.391 Eh


Entry 5:
Here is an isolated molecule of C3H3FN2 from the Open Molecules 2025 dataset. Energies are from ωB97M-V/def2-TZVPD.

Structure (XYZ):
```
9
Properties=species:S:1:pos:R:3
C -0.280 -0.417 0.129
C 0.672 0.615 0.130
C 2.068 0.321 0.134
H -2.256 -1.097 -0.019
H -2.240 0.688 -0.141
H 0.284 -1.428 -0.035
N -1.620 -0.247 -0.056
N 3.175 -0.282 -0.114
F 0.196 1.846 -0.029
```

* net charge: 0
* SMILES: N#C/C(F)=C/N
* HOMO energy: -8.485 eV
* maximum force: 10.4 eV/Å
* DFT total energy: -8854.460 eV
* relative energy (zero: lowest compared OMol25 entry of this formula, charge and spin): 2.618 eV
* Kohn-Sham gap: 0.326 Eh


Entry 6:
Here is the ion C10H11OS with charge +1 from the Open Molecules 2025 dataset. Energies are from ωB97M-V/def2-TZVPD.

Structure (XYZ):
```
23
Properties=species:S:1:pos:R:3
C 4.502 -0.853 0.461
C 4.678 0.226 -0.476
C 3.187 -1.182 0.843
C 3.700 1.066 -0.875
C 2.198 -0.443 0.294
C 2.418 0.787 -0.457
C 0.068 0.294 0.248
C -3.559 0.139 -0.763
C -1.398 0.460 0.325
C -2.182 0.700 -0.959
O 0.894 -0.636 0.666
S 0.870 1.542 -0.650
H 5.248 -1.559 0.679
H 5.726 0.512 -0.781
H 3.001 -2.089 1.445
H 3.880 2.046 -1.268
H -4.185 0.747 -0.026
H -3.415 -0.858 -0.548
H -4.059 0.018 -1.641
H -1.544 1.159 1.110
H -1.831 -0.393 0.914
H -1.708 0.143 -1.759
H -2.284 1.768 -1.240
```

* net charge: +1
* HOMO energy (alpha / beta): -13.328 / -13.328 eV
* maximum force: 3.9 eV/Å
* DFT total energy: -23423.002 eV
* relative energy (zero: lowest compared OMol25 entry of this formula, charge and spin): 0.000 eV
* Kohn-Sham gap (alpha / beta): 0.316 / 0.316 Eh


Entry 7:
Here is a structure of composition C5H8N2O from the Open Molecules 2025 dataset. Energies are from ωB97M-V/def2-TZVPD.

Structure (XYZ):
```
16
Properties=species:S:1:pos:R:3
C 0.580 -0.786 2.483
C 0.115 0.218 0.321
C -0.319 -1.142 -0.158
C -0.220 1.269 -0.657
C -0.654 1.371 -1.986
H 1.853 -1.020 3.102
H -0.195 -1.143 3.430
H 0.670 -1.633 1.772
H -0.325 1.336 2.137
H -0.575 -1.061 -1.244
H -1.182 -1.469 0.340
H 1.368 -1.812 -0.710
H 0.161 2.316 -0.398
N 0.277 0.325 1.703
N -1.099 1.743 -3.027
O 0.872 -1.946 0.103
```

* net charge: 0
* HOMO energy: -8.475 eV
* maximum force: 6.4 eV/Å
* DFT total energy: -10336.874 eV
* relative energy (zero: lowest compared OMol25 entry of this formula, charge and spin): 5.852 eV
* Kohn-Sham gap: 0.303 Eh


Entry 8:
Here is an isolated molecule of C3H5N3O from the Open Molecules 2025 dataset. Energies are from ωB97M-V/def2-TZVPD.

Structure (XYZ):
```
12
Properties=species:S:1:pos:R:3
C 0.491 -0.541 -0.276
C 0.346 0.512 -1.252
N -0.139 1.660 0.572
N 0.020 -1.824 -0.644
C -0.477 0.258 0.958
O 0.197 0.908 -2.325
N -1.278 -0.303 1.644
H 1.508 -0.502 0.127
H 0.550 2.092 1.185
H -0.946 2.277 0.600
H 0.637 -2.561 -0.331
H -0.911 -1.976 -0.257
```

* net charge: 0
* HOMO energy: -7.512 eV
* maximum force: 2.0 eV/Å
* DFT total energy: -9705.989 eV
* relative energy (zero: lowest compared OMol25 entry of this formula, charge and spin): 4.595 eV
* Kohn-Sham gap: 0.276 Eh


Entry 9:
Here is the ion C6H9N2O2 with charge +1 from the Open Molecules 2025 dataset. Energies are from ωB97M-V/def2-TZVPD.

Structure (XYZ):
```
19
Properties=species:S:1:pos:R:3
C 1.081 0.240 0.689
C 1.672 -0.922 -0.112
C 0.645 -1.318 0.716
C -0.820 -1.538 0.396
C -1.329 -0.526 -0.641
C -1.654 0.896 -0.106
N 0.485 1.536 0.136
N -0.663 1.927 -0.134
O 2.778 -1.175 -0.673
O 1.366 2.485 0.191
H 1.731 0.500 1.438
H -0.770 -2.408 -0.172
H -1.302 -1.483 1.338
H -0.689 -0.528 -1.461
H -2.181 -0.987 -1.086
H -2.518 1.312 -0.769
H -2.020 0.685 0.891
H 3.194 -2.074 -0.749
H 0.994 3.377 0.105
```

* net charge: +1
* SMILES: OC1=C2CCCN=[N+](O)[C@H]12
* HOMO energy (alpha / beta): -13.136 / -13.137 eV
* maximum force: 5.0 eV/Å
* DFT total energy: -13428.855 eV
* relative energy (zero: lowest compared OMol25 entry of this formula, charge and spin): 8.189 eV
* Kohn-Sham gap (alpha / beta): 0.301 / 0.301 Eh


Entry 10:
Here is an isolated molecule of C7H9OP from the Open Molecules 2025 dataset. Energies are from ωB97M-V/def2-TZVPD.

Structure (XYZ):
```
18
Properties=species:S:1:pos:R:3
C 2.685 0.306 -0.435
C 1.813 -0.087 -1.474
C 2.072 0.778 0.698
C 0.447 -0.021 -1.424
C 0.696 0.692 0.854
C -0.100 0.338 -0.191
C -2.286 -1.087 1.041
O -2.711 0.037 -1.509
P -1.922 0.235 -0.078
H 3.757 0.380 -0.704
H 2.277 -0.578 -2.334
H 2.621 1.052 1.713
H -0.139 -0.318 -2.254
H 0.240 0.813 1.884
H -3.322 -1.477 0.871
H -1.597 -1.971 0.786
H -2.232 -0.590 2.038
H -2.299 1.500 0.517
```

* net charge: 0
* SMILES: C[P@H](=O)c1ccccc1
* HOMO energy: -9.461 eV
* maximum force: 6.6 eV/Å
* DFT total energy: -18740.537 eV
* relative energy (zero: lowest compared OMol25 entry of this formula, charge and spin): 0.280 eV
* Kohn-Sham gap: 0.372 Eh


Entry 11:
Here is a structure of composition C6H16F2Li2O2 from the Open Molecules 2025 dataset. Energies are from ωB97M-V/def2-TZVPD.

Structure (XYZ):
```
28
Properties=species:S:1:pos:R:3
Li 2.663 -5.106 -0.994
Li 5.370 -1.913 -1.600
F 2.358 -2.088 -1.219
F 5.893 -4.917 -1.300
C -2.572 0.014 -2.561
C -1.676 -0.027 -3.768
C -2.090 0.595 -5.153
O -0.603 0.855 -3.532
H -2.954 1.034 -2.538
H -2.039 -0.143 -1.623
H -3.490 -0.551 -2.723
H -1.324 -1.050 -3.902
H -2.582 1.558 -5.021
H -2.616 -0.166 -5.731
H -1.181 0.779 -5.726
H -0.117 0.327 -2.894
C -0.309 0.066 4.747
C 0.594 0.838 3.808
C 1.130 2.232 4.321
O 1.723 0.015 3.701
H -0.303 -0.980 4.441
H -1.311 0.398 4.474
H 0.063 0.103 5.771
H 0.177 0.936 2.805
H 0.272 2.889 4.187
H 2.048 2.579 3.847
H 1.188 2.023 5.389
H 1.689 -0.301 2.795
```

* net charge: 0
* HOMO energy: -8.806 eV
* maximum force: 2.9 eV/Å
* DFT total energy: -16418.598 eV
* relative energy (zero: lowest compared OMol25 entry of this formula, charge and spin): 7.290 eV
* Kohn-Sham gap: 0.277 Eh


Entry 12:
Here is a cluster of 2 separate species, C8H8BrFO4 in total from the Open Molecules 2025 dataset. Energies are from ωB97M-V/def2-TZVPD.

Structure (XYZ):
```
22
Properties=species:S:1:pos:R:3
C 0.722 -0.562 1.501
C 1.204 -0.640 -0.905
C 1.734 0.402 1.657
C 2.414 0.002 -0.626
C 0.301 -0.906 0.202
C 2.577 0.670 0.597
C -0.892 -1.580 -0.026
C -1.754 0.895 -0.251
O -1.711 -2.014 0.894
O -1.278 -1.815 -1.368
O -1.894 1.152 -1.601
O -1.026 1.751 0.414
F 3.641 1.448 0.676
Br -3.672 0.556 0.578
H 0.078 -0.756 2.458
H 0.835 -0.803 -1.853
H 1.903 0.870 2.554
H 3.104 0.169 -1.504
H -2.368 -2.529 0.456
H -1.381 -1.023 -1.808
H -1.745 2.075 -1.993
H -0.794 2.639 -0.052
```

* net charge: 0
* HOMO energy (alpha / beta): -6.508 / -7.598 eV
* maximum force: 5.0 eV/Å
* DFT total energy: -89371.460 eV
* Kohn-Sham gap (alpha / beta): 0.206 / 0.269 Eh